(one)
Here is the molecule C6H10OS from OMol25. Energies are from the ωB97M-V functional and the def2-TZVPD basis.

XYZ file:
```
18
Properties=species:S:1:pos:R:3:mulliken_charge:R:1
C -0.30006 0.29835 1.38765 0.4224
C 0.43557 -1.86123 -1.64075 -0.9543
H 0.06762 2.20750 2.13025 0.4083
C 0.36672 -0.55180 -1.87752 0.3620
O 1.19066 0.03459 -2.73066 -0.4428
H 1.76625 -0.59297 -3.11402 0.2955
H -1.96708 1.16453 0.24724 0.1737
H 0.28626 1.05810 3.39949 0.3868
H -0.33663 -2.51601 -1.15645 0.2423
H -1.44513 0.85311 -1.77571 0.3259
H -0.73053 -0.66582 1.84058 0.2648
H -1.31818 1.46516 2.99279 0.3808
C -0.67765 0.34568 -1.20635 -0.1229
H 1.30591 -0.91209 0.07032 0.1591
H 1.16424 -2.33114 -2.26979 0.2581
S 1.45821 -0.06668 1.07819 -0.2454
C -0.35109 1.32949 2.57135 -1.4814
C -0.91509 0.74123 0.05338 -0.4329
```

SMILES ... C=C(O)/C=C\[C@H](C)S
HOMO-LUMO gap ... 9.4 eV
Total charge ... 0

(two)
Here is the molecule C6H10OS from OMol25. Energies are from the ωB97M-V functional and the def2-TZVPD basis.

XYZ file:
```
18
Properties=species:S:1:pos:R:3:mulliken_charge:R:1
C 0.48521 1.26555 0.22046 0.0766
S -1.07634 -2.43639 -0.05593 -0.2628
H -0.13704 -0.23885 -2.13235 0.2996
C 0.70896 -0.65838 -1.56730 -1.5626
C -0.87277 1.35094 0.80249 -0.7996
H 1.59037 -0.18760 -2.06920 0.3319
H -1.97937 -2.63330 0.87821 0.1237
H 1.51238 2.32256 -1.03521 0.3235
H 1.26027 1.51195 0.98780 0.2655
O 0.58197 2.14569 -0.91276 -0.5583
C -0.35691 -0.96419 0.79144 0.1508
C -1.35164 0.10436 1.07752 -0.3127
H -1.36768 2.31231 0.93925 0.4112
H -2.27931 -0.10251 1.63849 0.3386
C 0.71357 -0.26695 -0.07458 -0.0018
H 1.73928 -0.52925 0.28293 0.2676
H 0.04607 -1.25518 1.79625 0.3377
H 0.78297 -1.74076 -1.56751 0.5711
```

SMILES ... C[C@@H]1[C@H](S)C=C[C@@H]1O
HOMO-LUMO gap ... 9.8 eV
Total charge ... 0

What should be chosen as the least stable of them? Choose (one).

(one)
Here is a structure of composition C6H10OS from OMol25. Energies are from the ωB97M-V functional and the def2-TZVPD basis.

XYZ file:
```
18
Properties=species:S:1:pos:R:3:mulliken_charge:R:1
C -1.27685 -1.04032 0.80723 -0.8569
H 0.45270 -0.49910 2.22260 0.2813
C 0.50587 0.48555 0.26446 0.7349
H -1.01082 -1.71252 -1.36417 0.5955
H -0.29482 1.14963 -1.64299 0.4548
C -0.68157 0.43140 -0.85040 -0.6676
H 1.16527 2.31413 1.06799 0.2855
C -0.57366 -1.07925 -0.71645 -0.3466
H -1.51931 2.07034 -0.49585 0.3799
O -1.96884 1.03175 -0.51830 -0.5481
H 1.82815 2.22481 -0.76224 0.2840
C 1.51782 1.58453 0.23242 -1.0938
H -2.28131 -0.71081 0.83054 0.4708
H -0.87076 -1.89930 1.39271 0.3121
C -0.26081 -0.03000 1.44528 -0.5618
H 2.73034 1.03564 0.45536 0.2355
H -0.79700 0.81720 1.94287 0.2553
S 1.31022 -0.94722 -0.41224 -0.2149
```

HOMO-LUMO gap ... 9.3 eV
Total charge ... 0

(two)
Here is the molecule C6H10OS from OMol25. Energies are from the ωB97M-V functional and the def2-TZVPD basis.

XYZ file:
```
18
Properties=species:S:1:pos:R:3:mulliken_charge:R:1
O 0.78139 0.69160 -1.19420 -0.4800
H -1.86707 0.20480 -2.10455 0.2697
H 1.02124 0.77998 1.95794 0.3579
C 0.92277 -0.69407 -0.97625 -0.3535
H -1.53787 -1.14131 -0.04551 0.2318
H -2.37124 1.64124 -1.03985 0.3430
H -0.02133 -0.49032 2.60340 0.3243
C -0.33999 1.21712 -0.62834 -0.2311
H 0.00486 -1.19101 -1.27672 0.2534
C 0.35254 -0.01676 1.59385 -0.7087
C -1.79712 0.73855 -1.09787 -0.5827
H -0.21757 2.28888 -0.63008 0.4532
C -0.73907 0.65778 0.78971 -0.0201
H -2.92012 -0.11990 0.63500 0.3669
S 1.40016 -1.16302 0.68049 -0.1634
C -1.96408 -0.13819 0.10188 -0.8158
H -1.09881 1.47938 1.45948 0.3868
H 1.74386 -0.96276 -1.59121 0.3684
```

SMILES ... C1O[C@H]2CC[C@H]2CS1
HOMO-LUMO gap ... 9.5 eV
Total charge ... 0

What should be chosen as the least stable of them? Choose (one).

(one)
Here is the molecule C6H10OS from OMol25. Energies are from the ωB97M-V functional and the def2-TZVPD basis.

XYZ file:
```
18
Properties=species:S:1:pos:R:3:mulliken_charge:R:1
C 0.37374 2.06595 1.63132 -1.0454
H -0.25985 2.49147 0.81891 0.3020
H -1.12541 0.79444 -0.47926 0.2394
H 1.67877 1.11948 0.20038 0.2203
H -0.12554 1.84172 2.61112 0.2401
O 0.23283 -0.25149 0.85243 -0.3600
H 0.39467 -2.67687 -1.00645 0.1806
H -0.62871 -2.41919 -2.46592 0.3248
C -1.34431 -1.47567 -0.52466 -0.7372
S 1.15152 0.27655 -2.60957 -0.2965
H -2.34226 -1.21083 -0.94951 0.2632
C -0.28447 -1.94568 -1.51752 -0.4423
C 1.08999 0.84334 1.09773 -0.1774
H 1.11314 2.79425 1.91807 0.3899
H -1.43744 -2.03841 0.44028 0.2886
H 1.80508 0.50384 1.86765 0.2768
C -0.54626 -0.15944 -0.32219 0.4295
C 0.25450 -0.55346 -1.56280 -0.0963
```

SMILES ... CCO[C@@H]1CCC1=S
HOMO-LUMO gap ... 8.3 eV
Total charge ... 0

(two)
Here is the molecule C6H10OS from OMol25. Energies are from the ωB97M-V functional and the def2-TZVPD basis.

XYZ file:
```
18
Properties=species:S:1:pos:R:3:mulliken_charge:R:1
C -1.39812 -0.70976 -0.44900 -0.5797
H 1.56037 1.43652 1.43907 0.3845
H -1.50967 -1.30379 -1.37555 0.3471
H 0.37291 2.38045 -0.32404 0.2883
C -0.91976 0.68709 -0.84707 -0.5605
C -0.15898 1.49165 0.17007 -0.6426
C 0.68954 -1.69609 0.14674 -0.5286
H -0.89511 1.99530 0.78068 0.3517
H 1.04150 -2.37921 0.89419 0.3042
C 0.81541 0.72900 1.06061 -0.5563
C 1.52295 -0.39492 0.30899 0.1298
H 0.81179 -2.10981 -0.84486 0.3817
O -0.68766 -1.46000 0.49138 -0.4025
H -2.41481 -0.65840 -0.00057 0.3192
H -1.79785 1.23916 -1.14199 0.3976
H -0.32720 0.57926 -1.78490 0.2835
S 2.95603 -0.15606 -0.47035 -0.2148
H 0.33866 0.32960 1.94661 0.2974
```

SMILES ... S=C1CCCCOC1
HOMO-LUMO gap ... 8.5 eV
Total charge ... 0

What should be chosen as the least stable of them? Choose (one).

(one)
Here is the ion C4H5N2O with charge +1 from OMol25. Energies are from the ωB97M-V functional and the def2-TZVPD basis.

XYZ file:
```
12
Properties=species:S:1:pos:R:3:mulliken_charge:R:1
C 0.62185 0.81568 0.08043 -0.4377
N -0.74982 0.75629 0.63743 -0.1279
H 0.44806 -0.18968 -1.97371 0.2932
C 0.91901 -0.28301 -0.94935 -0.3644
C -0.27384 -2.10007 0.40906 -0.1571
H 1.92742 -0.61344 -1.02949 0.3390
H 0.68569 1.72931 -0.39808 0.3821
N 0.30396 -1.37783 -0.33087 -0.0674
H 1.38164 0.60470 0.73562 0.3195
C -1.50599 -0.19128 0.95405 0.6627
H -1.28712 1.57062 0.65866 0.2667
O -2.47086 -0.72128 1.20624 -0.1087
```

HOMO-LUMO gap ... 10.9 eV
Total charge ... +1

(two)
Here is the ion C4H5N2O with charge +1 from OMol25. Energies are from the ωB97M-V functional and the def2-TZVPD basis.

XYZ file:
```
12
Properties=species:S:1:pos:R:3:mulliken_charge:R:1
C -1.93563 -0.44894 0.65707 -0.0792
H 2.44047 -0.09222 -0.10440 0.3452
H 1.83376 1.22855 0.96169 0.3197
N -2.85719 -1.03318 -0.30404 -0.2802
C 1.71846 0.70529 0.09771 -1.0130
C 0.40061 0.27085 0.09639 0.5300
H 1.88058 1.30921 -0.79500 0.3433
H -1.99173 -0.62793 1.72708 0.4076
H -3.42566 -1.84078 -0.67408 0.3116
C -3.10306 0.22922 -0.04115 0.3869
O -3.75620 1.18776 -0.18048 -0.4031
N -0.61715 -0.20233 0.26860 0.1312
```

SMILES ... CC#[N+][C@@H]1NC1=O
HOMO-LUMO gap ... 10.1 eV
Total charge ... +1

What should be chosen as the least stable of them? Choose (one).

(one)
Here is a cluster of 2 separate species, ClH4N2OP in total from OMol25. Energies are from the ωB97M-V functional and the def2-TZVPD basis.

XYZ file:
```
9
Properties=species:S:1:pos:R:3:mulliken_charge:R:1
O -0.79178 0.90134 -2.06118 -0.5653
P -0.98324 0.41001 -0.70159 0.8688
H -0.31220 -1.51676 -1.39702 0.2759
Cl 3.88843 0.01500 1.26339 -0.2388
H 2.93410 0.23802 2.04805 0.2360
N -1.44776 0.95693 0.69877 -0.6211
H -0.88800 -1.73006 0.19388 0.2800
H -1.40798 1.96192 0.64656 0.2619
N -0.99157 -1.23641 -0.69085 -0.4973
```

HOMO-LUMO gap ... 10.6 eV
Total charge ... 0

(two)
Here is a cluster of 2 separate species, ClH4N2OP in total from OMol25. Energies are from the ωB97M-V functional and the def2-TZVPD basis.

XYZ file:
```
9
Properties=species:S:1:pos:R:3:mulliken_charge:R:1
H -0.48996 -1.03238 -1.65380 0.2294
N 0.11584 -0.35796 -1.27308 -0.3217
H 1.02508 -0.24252 -1.67827 0.2619
H -2.90804 2.83080 0.54277 0.2404
N -2.80566 1.94706 -0.04487 -0.4576
P 0.00673 0.42802 0.12644 0.3349
O 1.10654 1.36040 0.16328 -0.5077
Cl -3.30037 0.31979 0.03748 -0.0525
H -2.47274 2.27383 -1.03360 0.2729
```

SMILES ... NP=O.NCl
HOMO-LUMO gap ... 9.6 eV
Total charge ... 0

What should be chosen as the least stable of them? Choose (two).

(one)
Here is a cluster of 2 separate species, ClH4N2OP in total from OMol25. Energies are from the ωB97M-V functional and the def2-TZVPD basis.

XYZ file:
```
9
Properties=species:S:1:pos:R:3:mulliken_charge:R:1
H -0.04435 2.00978 -0.16524 0.2095
H -0.34856 -2.85140 0.01004 0.3286
P 2.11761 -0.77366 -0.22001 0.1595
N 0.07505 1.01204 -0.34132 -0.6316
N 1.30639 0.72062 -0.17846 0.2591
H -0.83509 -1.59272 -0.76317 0.3400
H 2.07013 1.33623 0.19274 0.2973
Cl 3.98179 0.09228 -0.04228 -0.3055
O -0.69316 -1.92641 0.12705 -0.6568
```

HOMO-LUMO gap (alpha / beta) ... 7.7 / 8.0 eV
Total charge ... 0

(two)
Here is the molecule ClH4N2OP from OMol25. Energies are from the ωB97M-V functional and the def2-TZVPD basis.

XYZ file:
```
9
Properties=species:S:1:pos:R:3:mulliken_charge:R:1
H -1.28344 1.61278 0.11815 0.2489
Cl 2.49924 0.07106 0.40315 -0.0985
H -1.56291 -0.72265 0.47541 0.3625
N -0.43456 1.08755 0.19814 -0.5790
P -0.26417 -0.11201 -0.91993 0.2148
N 1.10708 -0.75305 -0.13230 -0.1984
O -1.44367 -1.19892 -0.34336 -0.5005
H 0.31155 1.78668 0.08390 0.2749
H 1.07088 -1.77143 0.11682 0.2754
```

SMILES ... NP(O)NCl
HOMO-LUMO gap ... 9.3 eV
Total charge ... 0

(three)
Here is the molecule ClH4N2OP from OMol25. Energies are from the ωB97M-V functional and the def2-TZVPD basis.

XYZ file:
```
9
Properties=species:S:1:pos:R:3:mulliken_charge:R:1
N -0.45508 -0.75383 -1.14381 -0.3458
N 1.10851 0.05621 1.00270 -0.4274
H 2.18020 -0.03285 0.96422 0.2331
H -1.53189 0.61107 1.17621 0.3242
P 0.22572 0.72737 -0.33447 0.3191
Cl -1.55189 -0.35078 -2.47148 -0.0910
H 0.40883 -1.06780 -1.51429 0.2887
H 0.74962 -0.39707 1.82749 0.2011
O -1.13402 1.20768 0.49344 -0.5018
```

SMILES ... NP(O)NCl
HOMO-LUMO gap ... 9.7 eV
Total charge ... 0

What should be chosen as the least stable of them? Choose (one).